[1]
A structure of composition C3H6N3O6P3 at a distorted geometry. Source: the OMol25 dataset; level of theory: ωB97M-V/def2-TZVPD.

## Properties
* relative energy (zero: lowest compared OMol25 entry of this formula, charge and spin): 140.5 kJ/mol
* energy: -1757.75959 a.u.
* LUMO level: -0.66 eV
* largest force on an atom: 3.59 eV/A
* gap between HOMO and LUMO: 7.590 eV
* E_HOMO: -8.25 eV

Cartesian coordinates (Å):
C1 0.62260 -3.05842 -1.77097
C2 -1.90909 0.17494 -0.12493
C3 -0.47449 -1.12849 1.20623
N1 -1.69120 1.40075 -0.53678
N2 1.21084 -0.50870 -0.88283
N3 0.78586 1.48465 0.76807
O1 1.40032 -3.10439 -2.65336
O2 -1.58665 -0.14868 1.12560
O3 -0.50763 -2.07248 0.29044
O4 2.19233 -0.41218 1.57793
O5 0.24860 3.07044 -1.16447
O6 -0.70281 3.43522 0.94428
P1 -0.24258 -1.39961 -1.23030
P2 0.99182 -0.11021 0.61502
P3 -0.36614 2.23973 0.01474
H1 0.44504 -3.76654 -0.97662
H2 -2.61419 -0.43731 -0.69015
H3 -0.52075 -1.57286 2.17814
H4 2.83355 0.36760 1.35571
H5 0.46849 2.42502 -1.86481
H6 -0.58393 3.12151 1.81904

Cartesian forces (eV/Å) of the 3 atoms listed first:
C -0.63 2.24 0.80
C -1.28 3.27 -0.74
C 0.82 1.87 0.99



[2]
The ion C21H30N3S with charge +1 at a distorted geometry. Source: the OMol25 dataset; level of theory: ωB97M-V/def2-TZVPD.

## Properties
* relative energy (zero: lowest compared OMol25 entry of this formula, charge and spin): 0.0 kJ/mol
* energy: -1380.43969 a.u.
* LUMO level: -2.54 eV
* largest force on an atom: 2.26 eV/A
* gap between HOMO and LUMO: 7.691 eV
* E_HOMO: -10.23 eV
* net charge: +1

Cartesian coordinates (Å):
C1 2.53250 2.12110 -0.34894
C2 1.41701 1.72309 -1.27893
N1 0.21814 1.37781 -0.52225
C3 -0.01133 1.93674 0.70126
N2 0.85938 2.80076 1.25073
C4 2.03854 3.24060 0.50906
C5 0.52926 3.69741 2.35606
C6 -0.25384 3.02371 3.45282
C7 -1.58415 2.53861 2.93803
S1 -1.46387 1.44368 1.50125
H1 2.85393 1.26309 0.25076
H2 3.39223 2.45967 -0.93051
H3 1.15129 2.53872 -1.97232
H4 1.75950 0.88562 -1.89489
H5 2.78582 3.51507 1.25656
H6 1.78898 4.13195 -0.09083
H7 1.49229 4.05624 2.73309
H8 -0.04064 4.55662 1.96885
H9 0.30899 2.20650 3.90555
H10 -0.43183 3.77363 4.22354
H11 -2.10666 1.95546 3.70393
H12 -2.20263 3.39104 2.63532
C8 0.28374 -5.27108 1.90331
C9 -1.11337 -4.73575 2.22752
C10 -1.23336 -3.22006 2.05523
N3 -0.64964 -2.72823 0.81453
C11 -1.11467 -1.55421 0.29046
C12 -0.55921 -0.91908 -0.77693
C13 -0.78779 0.50266 -1.15747
C14 -0.75298 0.75281 -2.67549
C15 -1.18839 1.99541 -3.15545
C16 -1.05205 2.30338 -4.50730
C17 -0.49044 1.36343 -5.38573
C18 -0.16360 0.08898 -4.92515
C19 -0.32520 -0.22989 -3.57585
C20 0.70625 -3.17764 0.53378
C21 0.83572 -4.70356 0.59834
H13 0.96587 -5.01263 2.72461
H14 0.25045 -6.36477 1.84044
H15 -1.85150 -5.23411 1.58745
H16 -1.37785 -4.98426 3.26122
H17 -2.28832 -2.92620 2.07923
H18 -0.73117 -2.72821 2.90681
H19 -2.02937 -1.16676 0.77835
H20 0.15678 -1.47088 -1.40057
H21 -1.79106 0.82552 -0.80968
H22 -1.63609 2.71435 -2.45664
H23 -1.41522 3.26332 -4.87595
H24 -0.36938 1.60651 -6.44039
H25 0.17671 -0.69340 -5.60734
H26 -0.11052 -1.24935 -3.24547
H27 1.02060 -2.83302 -0.45496
H28 1.40127 -2.73292 1.27223
H29 1.89327 -4.96522 0.48168
H30 0.30760 -5.15227 -0.25302

Cartesian forces (eV/Å) of the 3 atoms listed first:
C 0.27 -0.02 -0.37
C 0.37 0.15 -0.58
N -0.28 1.18 1.91



[3]
A cluster of 4 separate species, C6H17NO3 in total at a distorted geometry. Source: the OMol25 dataset; level of theory: ωB97M-V/def2-TZVPD.

## Properties
* relative energy (zero: lowest compared OMol25 entry of this formula, charge and spin): 282.6 kJ/mol
* energy: -519.21911 a.u.
* LUMO level: 0.39 eV
* largest force on an atom: 1.78 eV/A
* gap between HOMO and LUMO: 9.881 eV
* SMILES: C=NC(=C)CCC.O.O.O
* E_HOMO: -9.49 eV

Cartesian coordinates (Å):
C1 2.32420 -1.10897 1.11697
N1 1.21379 -0.96542 0.52844
C2 0.94055 0.27119 -0.14059
C3 1.92258 0.95160 -0.71752
C4 -0.46992 0.72523 -0.04754
C5 -1.35019 0.08183 -1.16672
C6 -1.43267 0.96668 -2.40741
H1 2.59296 -2.10375 1.46668
H2 3.00917 -0.27740 1.29332
H3 2.93348 0.58014 -0.81575
H4 1.73104 1.88176 -1.24185
H5 -0.44591 1.80763 0.00420
H6 -0.96515 0.45516 0.88368
H7 -2.32641 -0.07401 -0.69650
H8 -1.04197 -0.93406 -1.36473
H9 -1.35911 2.02073 -2.17612
H10 -0.72056 0.70747 -3.18782
H11 -2.42085 0.86281 -2.86835
O1 0.28214 -0.59521 3.19002
H12 -0.67980 -0.56503 3.12548
H13 0.49239 -1.39260 2.68905
O2 0.27541 -3.42449 -1.45968
H14 0.85345 -3.04034 -2.13574
H15 0.59722 -2.83976 -0.74501
O3 -2.04400 2.40314 2.29127
H16 -2.48748 1.72665 1.76682
H17 -1.42436 1.87900 2.81541

Cartesian forces (eV/Å) of the 3 atoms listed first:
C -0.18 -0.03 -0.08
N 0.32 -0.32 -1.12
C 0.56 -0.27 1.67



[4]
A structure of composition C29H22CrF6I2N7O2 at a distorted geometry. Source: the OMol25 dataset; level of theory: ωB97M-V/def2-TZVPD.

## Properties
* 2S+1: 2
* relative energy (zero: lowest compared OMol25 entry of this formula, charge and spin): 0.0 kJ/mol
* energy: -3891.13859 a.u.
* LUMO level (alpha / beta): -1.46 / -1.45 eV
* largest force on an atom: 3.11 eV/A
* gap between HOMO and LUMO (alpha / beta): 5.808 / 5.983 eV
* E_HOMO (alpha / beta): -7.27 / -7.43 eV

Cartesian coordinates (Å):
Cr1 -0.16213 -0.48855 0.10790
N1 -1.84260 -0.12299 2.60511
C1 -1.30921 -1.41225 2.61665
C2 -1.37258 -2.17533 3.77962
C3 -0.89292 -3.47397 3.75410
C4 -0.39039 -3.96933 2.55779
C5 -0.35074 -3.13959 1.45673
N2 -0.77203 -1.87138 1.48176
C6 -2.54838 0.39726 1.52678
C7 -3.74098 1.07942 1.75734
C8 -4.44916 1.58757 0.68474
C9 -3.93302 1.39732 -0.59063
C10 -2.73912 0.72496 -0.73484
N3 -2.04203 0.22999 0.29665
H1 -2.18686 0.18683 3.50611
H2 -1.79337 -1.75088 4.67872
H3 -0.93047 -4.09509 4.63569
H4 -0.02762 -4.98007 2.48322
H5 0.02141 -3.48662 0.50281
H6 -4.10612 1.18084 2.76732
H7 -5.38202 2.10546 0.83693
H8 -4.44926 1.76344 -1.46176
H9 -2.30833 0.56279 -1.71406
O1 -0.84193 -1.43993 -1.43169
N4 -0.94256 -0.84489 -2.60747
C11 -0.97416 -1.57233 -3.69345
C12 -0.85026 -2.98436 -3.73108
N5 -0.74250 -4.12770 -3.72379
C13 -1.14227 -0.93922 -4.94432
N6 -1.29825 -0.48209 -5.98539
I1 -3.00009 -3.01105 -0.85340
I2 -5.15501 -4.05070 0.43900
C14 3.89251 0.00084 0.83435
C15 2.73628 -0.87530 1.34957
O2 1.53766 -0.45903 0.91390
C16 2.72846 -0.85970 2.90241
F1 1.59883 -1.39833 3.38955
F2 3.75040 -1.52362 3.45207
F3 2.77380 0.38754 3.38080
C17 2.94943 -2.35470 0.89577
F4 4.21727 -2.65207 0.60882
F5 2.22512 -2.58418 -0.21324
F6 2.54408 -3.25714 1.80121
H10 3.69033 1.03153 1.11695
H11 3.92828 -0.06529 -0.25124
H12 4.84031 -0.31964 1.25541
C18 3.75933 1.22238 -3.36296
C19 3.14371 0.01797 -3.05007
C20 2.03722 -0.01661 -2.22911
C21 1.50653 1.16709 -1.68337
C22 2.16742 2.37407 -1.98198
C23 3.26652 2.39483 -2.80953
N7 0.41054 1.11829 -0.88121
C24 -0.25584 2.29945 -0.59637
C25 -0.44634 2.67094 0.73956
C26 -1.19016 3.79052 1.05908
C27 -1.75787 4.56122 0.05636
C28 -1.55717 4.21444 -1.27066
C29 -0.80874 3.10243 -1.60057
H13 4.61121 1.23476 -4.02504
H14 3.53166 -0.90224 -3.46207
H15 1.55835 -0.96064 -2.01251
H16 1.80418 3.28962 -1.54086
H17 3.74397 3.33816 -3.02014
H18 0.02205 2.06459 1.51074
H19 -1.32118 4.06728 2.09668
H20 -2.34209 5.43205 0.31196
H21 -1.98227 4.82543 -2.05320
H22 -0.65882 2.82551 -2.63413

Cartesian forces (eV/Å) of the 3 atoms listed first:
Cr 1.84 2.30 -0.98
N 0.19 0.04 0.39
C -0.09 -0.12 -0.13



[5]
A structure of composition C44H40IN2O2P3Pt. Source: the OMol25 dataset; level of theory: ωB97M-V/def2-TZVPD.

## Properties
* relative energy (zero: lowest compared OMol25 entry of this formula, charge and spin): 87.7 kJ/mol
* energy: -3401.45239 a.u.
* LUMO level: -6.04 eV
* largest force on an atom: 0.48 eV/A
* gap between HOMO and LUMO: 7.751 eV
* E_HOMO: -13.79 eV
* net charge: +2

Cartesian coordinates (Å):
Pt1 0.16621 0.15271 1.11547
N1 -2.00954 1.93188 1.80969
P1 -1.07784 0.92540 2.80462
C1 -2.15118 -0.10757 3.79075
C2 -1.67093 -1.30922 4.30968
C3 -2.47704 -2.06165 5.14923
C4 -3.75827 -1.62573 5.46020
C5 -4.23914 -0.43242 4.93705
C6 -3.43604 0.33066 4.10497
C7 -0.12650 1.95552 3.92192
C8 0.04882 1.59024 5.25636
C9 0.81730 2.38868 6.09070
C10 1.40248 3.54665 5.60054
C11 1.22458 3.91492 4.27117
C12 0.46959 3.11924 3.42914
P2 -1.37582 1.47880 0.32216
C13 -0.78830 2.87042 -0.62650
C14 -1.67206 3.56662 -1.45503
C15 -1.22226 4.67323 -2.15755
C16 0.10109 5.07981 -2.03857
C17 0.98279 4.38342 -1.22023
C18 0.54234 3.27627 -0.51347
C19 -2.66041 0.62849 -0.58252
C20 -3.80020 0.18381 0.08917
C21 -4.75763 -0.55018 -0.59478
C22 -4.57223 -0.85116 -1.93787
C23 -3.43379 -0.41389 -2.60461
C24 -2.47593 0.32830 -1.93326
H1 -2.57156 2.73894 2.04387
H2 -0.67887 -1.65969 4.05167
H3 -2.10528 -2.98897 5.56534
H4 -4.38479 -2.21706 6.11475
H5 -5.23670 -0.09355 5.18268
H6 -3.81644 1.26499 3.70794
H7 -0.42269 0.70028 5.65190
H8 0.94996 2.10912 7.12744
H9 1.99571 4.17025 6.25683
H10 1.67502 4.82355 3.89421
H11 0.33628 3.40960 2.39279
H12 -2.70138 3.24438 -1.55746
H13 -1.90348 5.21904 -2.79734
H14 0.44803 5.94497 -2.58882
H15 2.01404 4.70120 -1.13795
H16 1.22855 2.70999 0.10615
H17 -3.93567 0.40229 1.14095
H18 -5.64855 -0.88574 -0.07993
H19 -5.32107 -1.42432 -2.46976
H20 -3.29417 -0.64815 -3.65181
H21 -1.59242 0.67270 -2.45640
O1 1.72113 -0.12998 -0.21254
P3 2.13189 -0.76549 -1.54253
C25 3.77527 -0.17419 -1.92693
C26 4.18256 0.03851 -3.24269
C27 5.48829 0.42413 -3.50579
C28 6.38373 0.59904 -2.45974
C29 5.97914 0.38827 -1.14711
C30 4.67782 -0.00122 -0.87745
C31 2.19697 -2.55171 -1.47886
C32 2.60202 -3.25542 -2.61599
C33 2.73107 -4.63231 -2.56471
C34 2.47888 -5.31005 -1.37701
C35 2.10017 -4.61134 -0.24085
C36 1.96156 -3.23100 -0.28704
C37 1.05433 -0.25319 -2.88254
C38 1.01570 1.10859 -3.19949
C39 0.23736 1.55066 -4.25561
C40 -0.49807 0.63719 -5.00613
C41 -0.46676 -0.71364 -4.69157
C42 0.30688 -1.16226 -3.62799
H22 3.48594 -0.08764 -4.06375
H23 5.80528 0.59109 -4.52680
H24 7.40198 0.90095 -2.66716
H25 6.68076 0.52507 -0.33476
H26 4.36182 -0.16617 0.14553
H27 2.82369 -2.73197 -3.53960
H28 3.04060 -5.17741 -3.44642
H29 2.59394 -6.38543 -1.33746
H30 1.92673 -5.13788 0.68895
H31 1.67680 -2.69179 0.60203
H32 1.61224 1.81566 -2.63557
H33 0.21631 2.60348 -4.50758
H34 -1.08816 0.98291 -5.84548
H35 -1.03027 -1.42479 -5.28131
H36 0.33917 -2.21951 -3.39438
N2 -1.46292 -4.32211 1.44926
C43 -1.11190 -3.12227 0.97946
O2 -0.46553 -2.31331 1.64619
C44 -1.59301 -2.70686 -0.39361
I1 -1.75477 -4.24125 -1.85896
H37 -1.17047 -4.58554 2.37531
H38 -1.92817 -5.00060 0.86942
H39 -0.91562 -1.95289 -0.77843
H40 -2.58902 -2.27343 -0.29781

Cartesian forces (eV/Å) of the 3 atoms listed first:
Pt -0.45 -0.03 0.17
N 0.14 -0.05 0.07
P 0.08 0.16 0.04



- Which formula does entry 4 have?
  C29H22CrF6I2N7O2